Formula: C4H7BrN2S
Source: the OMol25 dataset
Level of theory: ωB97M-V/def2-TZVPD

Positions of all 15 atoms, in Å:
C -0.14784 -2.33588 -1.04848
C 0.31813 0.66998 0.07148
C -0.21747 0.29623 1.48594
C 0.15897 2.04426 -0.32936
N 0.88045 -1.40715 -0.94328
N 0.65754 -0.21931 -0.73671
S -1.75502 -1.77653 -0.50111
Br 1.72385 2.96792 0.57282
H -0.27076 -2.58503 -2.14045
H 0.12862 -3.29247 -0.51319
H 0.62845 -0.10496 2.06129
H -1.14558 -0.23473 1.43775
H -0.42656 1.15813 1.97794
H -0.75162 2.62460 0.08871
H 0.21886 2.19494 -1.48334

DFT total energy ... -88114.8535 eV
Strongest force on any atom ... 0.0724 hartree/bohr
HOMO level (alpha / beta) ... -8.7818 / -7.5895 eV
ΔE to the lowest compared entry with this formula, charge and spin ... 63.66 kcal/mol
Multiplicity ... 1
LUMO (alpha / beta) ... -0.42 / -2.01 eV



Formula: C28H81N3O11
Source: the OMol25 dataset
Level of theory: ωB97M-V/def2-TZVPD

Positions of all 123 atoms, in Å:
C 1.29523 -2.99663 3.02012
O 2.54786 -2.28772 3.01514
C 3.36181 -2.56599 4.15615
C 4.44776 -1.49977 4.31408
C 3.81780 -0.11994 4.44355
N 5.33008 -1.47044 3.14668
H 1.37805 -4.04459 2.82783
H 0.68408 -2.57035 2.23373
H 0.81180 -2.92318 4.00818
H 2.78343 -2.58122 5.09381
H 3.84006 -3.56029 4.18452
H 4.99998 -1.75279 5.26120
H 3.25873 0.14275 3.53213
H 4.49241 0.69708 4.75020
H 2.99890 -0.17264 5.15754
H 4.73905 -1.37707 2.33756
H 5.78926 -2.37647 3.06634
C -3.55926 3.12680 -2.31474
O -4.50693 2.06513 -2.51470
C -4.09600 1.19750 -3.60826
C -5.06581 0.07952 -3.81786
C -5.27716 -0.67754 -2.55138
N -4.55696 -0.76494 -4.85094
H -3.72795 3.69098 -1.38558
H -3.63073 3.81615 -3.14637
H -2.55974 2.64245 -2.29081
H -3.86929 1.78815 -4.49981
H -3.14202 0.73097 -3.33002
H -6.06892 0.52402 -4.11269
H -4.34380 -1.12171 -2.27330
H -6.02425 -1.43626 -2.68315
H -5.52962 0.10796 -1.82582
H -4.74251 -0.40387 -5.77760
H -5.02235 -1.66574 -4.85573
C -0.87895 3.60586 4.15426
O -0.12193 4.68203 3.56296
C -0.38046 4.81421 2.19894
C 0.42201 3.79097 1.35836
C 1.92323 3.92069 1.52433
N 0.08086 4.01463 -0.03480
H -0.62618 3.53710 5.23427
H -0.52945 2.66564 3.69949
H -1.96281 3.79139 3.99361
H -1.43274 4.70012 1.89295
H -0.04478 5.76104 1.86339
H 0.11933 2.83883 1.71499
H 2.19800 4.94546 1.31279
H 2.50261 3.27216 0.84663
H 2.27208 3.69019 2.53605
H -0.92530 4.24429 -0.08188
H 0.20365 3.21020 -0.63255
C -0.42407 0.93778 -4.39449
C 0.70096 1.91713 -4.28773
O 0.59954 2.59768 -3.01274
H -0.44804 0.54376 -5.37814
H -1.38099 1.47784 -4.28228
H -0.34875 0.11926 -3.67462
H 0.69424 2.70129 -5.04471
H 1.64315 1.37867 -4.31905
H 1.38230 3.20442 -3.03665
C 1.10896 -4.97322 -0.47530
C -0.28211 -4.41674 -0.53604
O -1.09392 -4.70314 0.61755
H 1.60956 -4.60976 0.40992
H 1.67350 -4.65451 -1.35046
H 1.17144 -6.04487 -0.47941
H -0.81594 -4.70773 -1.46028
H -0.12038 -3.34237 -0.50230
H -1.43870 -5.61142 0.55618
C 4.39247 2.82372 -1.98185
C 3.90373 4.21399 -2.20386
O 2.90686 4.16259 -3.24054
H 4.89296 2.41433 -2.85825
H 3.59142 2.08972 -1.76544
H 5.06310 2.71949 -1.12782
H 4.74163 4.80979 -2.55575
H 3.52122 4.70400 -1.28448
H 2.63497 5.09771 -3.23662
C -3.83505 0.44689 1.09485
C -3.89725 1.04272 2.48013
O -4.30508 2.37668 2.26957
H -3.26139 1.07911 0.39523
H -4.83528 0.52229 0.72029
H -3.50208 -0.62516 1.03813
H -2.90820 1.03453 2.93054
H -4.58761 0.55589 3.17701
H -4.88670 2.54270 3.03040
C 0.17332 -2.77654 -4.09965
C 1.14022 -2.18098 -3.10985
O 1.98174 -1.24440 -3.70521
H 0.75531 -3.33592 -4.83318
H -0.36380 -1.97614 -4.63007
H -0.54527 -3.38891 -3.60508
H 1.69628 -3.07460 -2.80309
H 0.62542 -1.79414 -2.22145
H 2.58940 -0.98925 -2.98382
C 4.09821 -2.28333 -0.31047
C 2.86600 -1.40649 -0.22668
O 2.97753 -0.41278 -1.20767
H 4.14517 -3.05087 0.49344
H 4.98692 -1.68218 -0.24780
H 4.19127 -2.84461 -1.27069
H 2.92262 -0.92472 0.75943
H 1.94042 -1.96601 -0.37443
H 2.19132 0.14726 -1.09833
C -3.28990 -3.38445 4.52586
C -2.33243 -3.05401 3.41819
O -1.37433 -4.14410 3.35689
H -3.84703 -4.28615 4.24479
H -3.99929 -2.56295 4.70767
H -2.69224 -3.60550 5.43675
H -1.79512 -2.08913 3.57413
H -2.88169 -2.98031 2.42140
H -1.15216 -4.17943 2.41820
C -0.33331 -0.20693 1.07889
C -0.50601 0.34736 -0.31832
O 0.70192 0.86999 -0.82398
H -0.18325 0.48793 1.91128
H 0.53705 -0.82658 1.08250
H -1.19016 -0.85345 1.35107
H -1.24867 1.19231 -0.28200
H -0.89598 -0.39100 -1.02712
H 0.57792 1.30087 -1.68640

DFT total energy ... -57338.9670 eV
Structure (SMILES) ... COC[C@H](C)N.COC[C@H](C)N.COC[C@H](C)N.CCO.CCO.CCO.CCO.CCO.CCO.CCO.CCO
Strongest force on any atom ... 0.0480 hartree/bohr
HOMO level ... -9.0390 eV
ΔE to the lowest compared entry with this formula, charge and spin ... 11.07 kcal/mol
Multiplicity ... 1
LUMO ... 0.49 eV